Version a
DFT (ωB97M-V with the def2-TZVPD basis set) results for 5 unconnected molecules or ions with the total composition CH14NO4.

- Kohn-Sham gap: 10.8 eV

Structure (ORCA input):
```
! wB97M-V def2-TZVPD RIJCOSX def2/J DEFGRID3
* xyz 1 1
C -1.1744 1.7631 0.5756
N -0.2116 0.8335 1.2180
H -1.9312 1.1695 0.0495
H -1.5587 2.4250 1.3420
H -0.7825 2.3073 -0.2877
H 0.3456 1.2984 1.9229
H 0.3937 0.3736 0.5395
H -0.7740 0.0983 1.7313
H 3.9472 1.4747 -4.6702
H 3.5609 -0.0100 -4.6420
O 3.2041 0.8738 -4.5069
H 2.3953 1.2393 -2.8406
H 2.7936 0.6739 -1.4045
O 2.3928 1.4046 -1.8788
H -1.9501 -1.7217 2.2181
H -1.5709 -1.3015 3.5993
O -1.7147 -0.9170 2.7241
H -2.1183 -4.2546 2.1497
H -3.1767 -3.4236 1.3014
O -2.6938 -3.4846 2.1295
*
```

Atom charges from the Mulliken analysis, given in e for atoms 1 to 8:
1. C -0.75
2. N -0.16
3. H 0.32
4. H 0.32
5. H 0.34
6. H 0.38
7. H 0.36
8. H 0.25

***

Version b
DFT (ωB97M-V with the def2-TZVPD basis set) results for 5 unconnected molecules or ions with the total composition CH14NO4.

- Kohn-Sham gap: 11.8 eV

Structure (ORCA input):
```
! wB97M-V def2-TZVPD RIJCOSX def2/J DEFGRID3
* xyz 1 1
C -0.1997 -2.7042 -0.3649
N 0.7625 -1.5144 -0.3565
H -0.7905 -2.5041 -1.2527
H -0.7140 -2.7379 0.5980
H 0.4198 -3.5935 -0.4737
H 1.2368 -1.5813 -1.2511
H 0.3570 -0.5773 -0.2790
H 1.4331 -1.6461 0.3979
H 1.7973 0.4753 2.5137
H 1.0045 1.3172 1.4895
O 0.9584 0.5581 2.0746
H -1.6037 2.8226 -2.8105
H -0.7670 4.0308 -2.3008
O -0.7931 3.0755 -2.3628
H 0.1467 1.5224 -1.6340
H 1.5061 1.8160 -1.0988
O 0.8093 1.1654 -1.0103
H -0.9383 -0.7329 2.6181
H -2.3640 -1.1493 2.5252
O -1.5583 -1.1327 2.0029
*
```

Atom charges from the Mulliken analysis, given in e for atoms 1 to 8:
1. C -0.76
2. N -0.29
3. H 0.34
4. H 0.31
5. H 0.35
6. H 0.36
7. H 0.37
8. H 0.34

***

Version c
DFT (ωB97M-V with the def2-TZVPD basis set) results for 5 unconnected molecules or ions with the total composition CH14NO4.

- Kohn-Sham gap: 11.4 eV

Structure (ORCA input):
```
! wB97M-V def2-TZVPD RIJCOSX def2/J DEFGRID3
* xyz 1 1
C -1.6899 0.3250 -0.3816
N -0.4535 -0.0949 0.3380
H -1.5673 0.2176 -1.4518
H -1.8658 1.3630 -0.1240
H -2.5090 -0.2201 0.0692
H -0.3738 -1.0988 0.1744
H 0.4008 0.3057 -0.0421
H -0.5062 0.0570 1.3607
H 1.3775 -2.1858 -5.7716
H 2.4373 -2.9301 -4.9533
O 1.6197 -2.4190 -4.8657
H 0.7516 2.8639 4.3536
H -0.1318 2.1877 5.4289
O 0.4147 2.0143 4.6551
H -0.5641 1.0033 3.5055
H -2.0812 0.7130 3.2182
O -1.1886 0.5480 2.9037
H 2.1259 -0.1423 -2.8157
H 1.9950 -1.5420 -3.1834
O 1.8088 -0.9655 -2.4180
*
```

Atom charges from the Mulliken analysis, given in e for atoms 1 to 8:
1. C -0.80
2. N -0.16
3. H 0.35
4. H 0.33
5. H 0.33
6. H 0.39
7. H 0.36
8. H 0.24

***

Name the least stable of them. version a.

***

Version a
DFT (ωB97M-V with the def2-TZVPD basis set) results for C3H9NOS in the gas phase.

- Kohn-Sham gap: 9.5 eV
- SMILES: OCNCCS

Structure (ORCA input):
```
! wB97M-V def2-TZVPD RIJCOSX def2/J DEFGRID3
* xyz 0 1
O -0.8067 -1.3104 -2.8116
C 0.1868 -1.4035 -1.6797
N -0.5619 -1.3590 -0.3870
C -0.7076 0.0090 0.2667
C 0.5920 0.3186 1.0886
S 0.5952 1.8936 1.8047
H -1.4037 -2.0176 -2.4943
H 0.6640 -2.3890 -1.8911
H 0.8966 -0.5994 -1.5610
H -0.7099 -1.9549 0.4326
H -0.8941 0.7527 -0.5778
H -1.5499 -0.0364 1.0699
H 0.5964 -0.3197 2.0079
H 1.4703 0.0992 0.4501
H 1.3668 2.6189 0.8367
*
```

Atom charges from the Mulliken analysis, given in e for atoms 1 to 8:
1. O -0.53
2. C -0.38
3. N -0.26
4. C -0.70
5. C -0.41
6. S -0.24
7. H 0.34
8. H 0.33

***

Version b
DFT (ωB97M-V with the def2-TZVPD basis set) results for 2 unconnected molecules or ions with the total composition C3H9NOS.

- Kohn-Sham gap: 9.7 eV

Structure (ORCA input):
```
! wB97M-V def2-TZVPD RIJCOSX def2/J DEFGRID3
* xyz 0 1
C 2.3666 1.4474 0.3191
C -1.7208 -1.5570 0.2682
C 2.2318 -1.3728 -0.2397
N -1.7594 -2.8183 0.2258
O 0.2279 0.1747 -0.7901
S 1.1056 0.0260 0.3603
H 2.7057 1.3204 -0.6702
H 3.0546 1.0156 1.0242
H -2.5477 -0.8737 0.0959
H -0.9111 -1.0855 0.8835
H 1.7527 2.3195 0.5387
H 2.8369 -0.8594 -0.9374
H 2.7463 -1.6859 0.7020
H 1.6397 -2.2097 -0.7076
H -2.3921 -3.3067 -0.4426
*
```

Atom charges from the Mulliken analysis, given in e for atoms 1 to 8:
1. C -0.96
2. C -0.11
3. C -0.89
4. N -0.52
5. O -0.57
6. S 0.43
7. H 0.29
8. H 0.35

***

Name the least stable of them. version b.